No. 1
C4H8FINO | ωB97M-V with the def2-TZVPD basis set

ORCA input file:
```
! RIJCOSX wB97M-V def2-TZVPD def2/J DEFGRID3
* xyz 1 1
C 0.763 -1.766 -0.045
N 0.478 -0.436 0.550
C 0.002 0.501 -0.429
C 0.735 1.787 -0.195
O 1.690 1.721 0.524
C -1.724 0.748 -0.049
F -1.767 1.127 1.304
I -2.798 -1.022 -0.226
H 1.820 -1.748 -0.437
H 0.633 -2.724 0.678
H 0.189 -2.034 -0.825
H -0.182 -0.742 1.403
H 1.400 0.146 0.823
H 0.024 0.308 -1.436
H 0.705 2.565 -0.920
H -1.969 1.568 -0.721
*
```

## Properties
max |F|	0.1385	Eh/bohr
gap between HOMO and LUMO	9.714	eV

No. 2
C25H44O14P2S2 | ωB97M-V with the def2-TZVPD basis set

ORCA input file:
```
! RIJCOSX wB97M-V def2-TZVPD def2/J DEFGRID3
* xyz 0 1
C -5.538 2.657 -8.610
C -5.986 1.847 -7.289
C -5.055 0.558 -6.993
O -5.602 -0.677 -7.535
C -4.911 -1.777 -6.916
O -3.656 -1.645 -6.845
C -5.645 -3.095 -6.402
S -5.658 -3.233 -4.523
C -3.835 -3.161 -4.110
C -3.011 -4.058 -4.856
C -1.456 -3.997 -4.574
O -0.741 -4.935 -5.026
C -0.781 -2.779 -3.766
C -1.631 -1.898 -3.012
C -3.208 -2.170 -3.049
O -3.918 -1.562 -2.218
O -7.397 1.487 -7.289
C -8.038 2.048 -6.141
O -8.756 3.073 -6.273
C -7.957 1.432 -4.661
S -6.419 1.905 -3.722
H -6.417 3.247 -9.047
H -4.767 3.442 -8.283
H -5.147 1.987 -9.443
H -5.797 2.565 -6.407
H -5.028 0.435 -5.855
H -4.017 0.826 -7.396
H -5.040 -3.978 -6.829
H -6.700 -3.193 -6.828
H -3.425 -4.773 -5.637
H 0.352 -2.640 -3.811
H -1.167 -1.051 -2.416
H -8.835 1.851 -4.049
H -8.096 0.297 -4.746
H -5.459 0.912 -3.833
C 5.384 -0.705 -1.212
C 5.073 -2.150 -0.863
O 4.082 -2.240 0.154
P 2.509 -1.893 -0.252
O 2.406 -3.021 -1.288
O 1.713 -2.747 0.931
C 0.633 -3.605 0.569
C 1.106 -5.049 0.508
O 2.561 -0.595 0.856
C 3.082 -0.750 2.179
C 4.486 -0.185 2.295
H 4.473 -0.145 -1.442
H 6.056 -0.654 -2.071
H 5.867 -0.202 -0.372
H 4.761 -2.699 -1.754
H 5.974 -2.639 -0.485
H 0.187 -3.292 -0.379
H -0.145 -3.504 1.332
H 2.038 -5.161 -0.045
H 0.345 -5.684 0.047
H 1.293 -5.423 1.520
H 3.061 -1.785 2.522
H 2.421 -0.178 2.836
H 5.225 -0.884 1.894
H 4.748 -0.014 3.342
H 4.588 0.749 1.739
C 3.442 0.785 9.402
C 2.571 0.928 8.167
O 2.727 2.208 7.564
P 4.132 2.516 6.733
O 3.946 1.386 5.711
O 3.620 3.719 5.707
C 3.928 3.632 4.318
C 2.726 3.112 3.545
O 4.503 3.747 7.857
C 3.538 4.725 8.253
C 2.957 4.412 9.620
H 4.484 1.040 9.188
H 3.401 -0.238 9.784
H 3.102 1.457 10.193
H 2.792 0.134 7.450
H 1.519 0.824 8.445
H 4.808 3.004 4.152
H 4.186 4.635 3.968
H 2.274 2.237 4.012
H 3.010 2.857 2.521
H 1.949 3.882 3.501
H 2.739 4.849 7.521
H 4.075 5.676 8.311
H 2.185 3.640 9.551
H 2.481 5.297 10.048
H 3.723 4.044 10.305
*
```

## Properties
max |F|	0.1893	Eh/bohr
gap between HOMO and LUMO	7.442	eV

No. 3
C3H4N2O | ωB97M-V with the def2-TZVPD basis set

ORCA input file:
```
! RIJCOSX wB97M-V def2-TZVPD def2/J DEFGRID3
* xyz 0 1
C 1.173 0.230 -0.032
N 0.140 -0.816 0.097
C -1.203 -0.560 0.011
O -2.099 -1.332 -0.014
C -1.470 0.887 -0.024
N -1.445 2.034 0.061
H 2.032 -0.029 -0.700
H 1.756 0.178 0.947
H 0.793 1.239 -0.349
H 0.323 -1.831 0.001
*
```

## Properties
max |F|	0.0487	Eh/bohr
gap between HOMO and LUMO	11.151	eV

No. 4
C5H8Cl2N2 | ωB97M-V with the def2-TZVPD basis set

ORCA input file:
```
! RIJCOSX wB97M-V def2-TZVPD def2/J DEFGRID3
* xyz 0 1
C -0.908 -1.383 0.056
C 0.412 -0.802 0.452
C -2.036 -0.750 -0.382
C 2.407 0.377 0.739
C -2.054 0.610 -0.778
N 1.102 0.795 -1.107
N 1.190 0.071 -0.092
Cl -3.467 -1.636 -0.212
Cl -2.055 1.674 0.749
H -1.103 -2.424 0.327
H 0.739 -1.131 1.440
H 3.191 0.206 0.014
H 2.445 1.430 0.922
H 2.401 -0.217 1.673
H -3.060 0.805 -1.340
H -1.099 0.913 -1.260
H 1.896 1.464 -1.203
*
```

## Properties
max |F|	0.0789	Eh/bohr
gap between HOMO and LUMO	8.109	eV

No. 5
C10H23NSi | ωB97M-V with the def2-TZVPD basis set

ORCA input file:
```
! RIJCOSX wB97M-V def2-TZVPD def2/J DEFGRID3
* xyz 0 1
C -2.616 0.833 -1.792
C -1.903 -0.196 -1.311
Si -0.256 -0.127 -0.383
C 0.656 -1.983 0.443
C 1.192 -3.021 -0.530
C -0.440 -2.572 1.379
C 1.162 0.848 -1.278
C 2.392 0.957 -0.396
C 0.869 2.200 -1.822
N -0.714 0.720 1.085
C -2.019 0.905 1.649
C 0.245 1.410 1.825
H -3.520 0.657 -2.316
H -2.259 1.820 -1.687
H -2.395 -1.192 -1.144
H 1.546 -1.484 0.970
H 1.803 -2.400 -1.170
H 1.781 -3.832 -0.104
H 0.414 -3.392 -1.076
H -0.170 -3.378 1.980
H -1.202 -2.956 0.750
H -0.888 -1.787 2.063
H 1.500 0.183 -2.110
H 2.311 1.790 0.365
H 2.361 0.002 0.185
H 3.359 0.916 -1.014
H 0.324 2.030 -2.765
H 1.787 2.847 -2.066
H 0.189 2.688 -1.150
H -2.265 0.152 2.367
H -2.098 1.832 2.072
H -2.770 0.698 0.836
H -0.131 1.505 2.831
H 1.166 0.832 1.885
H 0.587 2.495 1.428
*
```

## Properties
max |F|	0.0860	Eh/bohr
gap between HOMO and LUMO	8.780	eV

No. 6
Cl2Na6O8 | ωB97M-V with the def2-TZVPD basis set

ORCA input file:
```
! RIJCOSX wB97M-V def2-TZVPD def2/J DEFGRID3
* xyz 4 1
Na 2.718 32.416 5.176
Na -0.217 31.440 3.094
Na 2.577 34.596 1.420
Na 3.305 28.015 3.175
Na 6.116 33.913 0.464
Na 2.537 28.554 -1.665
Cl 5.489 33.474 4.069
O 5.483 34.133 5.287
O 4.209 34.058 3.476
O 6.606 33.741 3.262
O 5.400 32.025 4.225
Cl 3.384 31.068 1.552
O 2.794 30.646 0.311
O 2.329 31.452 2.502
O 4.336 30.094 2.068
O 4.047 32.309 1.239
*
```

## Properties
max |F|	0.0579	Eh/bohr
gap between HOMO and LUMO	6.974	eV

No. 7
C2H4NO3 | ωB97M-V with the def2-TZVPD basis set

ORCA input file:
```
! RIJCOSX wB97M-V def2-TZVPD def2/J DEFGRID3
* xyz -1 1
N -1.258 0.581 -0.703
C 0.095 1.021 -0.833
O 0.351 2.066 -1.403
O 0.992 0.303 -0.145
C 0.751 -1.101 0.822
O -0.421 -1.620 0.852
H -1.312 -0.281 -0.096
H -1.855 1.397 -0.637
H 1.135 -0.628 1.776
H 1.522 -1.739 0.367
*
```

## Properties
max |F|	0.0496	Eh/bohr
gap between HOMO and LUMO	8.493	eV

No. 8
C5H10O | ωB97M-V with the def2-TZVPD basis set

ORCA input file:
```
! RIJCOSX wB97M-V def2-TZVPD def2/J DEFGRID3
* xyz 0 1
O -1.964 0.218 0.737
C -1.053 0.229 -0.356
C -0.290 -1.115 -0.437
C 1.162 -0.822 0.008
C 1.141 0.579 0.660
C 0.004 1.290 -0.097
H -2.604 -0.476 0.534
H -1.600 0.539 -1.257
H -0.763 -1.817 0.260
H -0.332 -1.568 -1.432
H 1.822 -0.823 -0.867
H 1.549 -1.591 0.687
H 0.950 0.499 1.736
H 2.109 1.080 0.540
H -0.527 2.139 0.343
H 0.395 1.639 -1.060
*
```

## Properties
max |F|	0.0125	Eh/bohr
gap between HOMO and LUMO	11.139	eV

No. 9
C3H4LiNaO3 | ωB97M-V with the def2-TZVPD basis set

ORCA input file:
```
! RIJCOSX wB97M-V def2-TZVPD def2/J DEFGRID3
* xyz 0 1
O 1.126 0.541 0.518
C 0.382 -0.567 0.630
C 0.540 1.734 0.066
O 0.961 -1.620 0.944
O -0.849 -0.536 0.318
C 0.462 2.013 -1.272
H 0.413 2.460 0.873
H -1.353 2.222 0.591
H 1.068 1.451 -1.990
H 0.032 2.981 -1.545
Na -2.044 0.731 -0.962
Li -0.797 -2.495 0.718
*
```

## Properties
max |F|	0.0274	Eh/bohr
gap between HOMO and LUMO (spin up / spin down)	4.193 / 4.193	eV

No. 10
C16H22N4O4S2 | ωB97M-V with the def2-TZVPD basis set

ORCA input file:
```
! RIJCOSX wB97M-V def2-TZVPD def2/J DEFGRID3
* xyz 0 1
C -1.533 -2.113 3.420
C -0.358 -1.547 4.209
C 0.950 -1.563 3.415
C 1.545 -2.973 3.318
N 2.598 -3.118 2.344
C 3.760 -2.275 2.446
S 2.168 -3.647 0.834
O 3.376 -3.921 0.116
O 1.193 -4.681 0.998
C 1.358 -2.247 0.042
C 2.130 -1.228 -0.484
C 1.514 -0.121 -1.042
C 0.123 -0.045 -1.076
C -0.619 1.098 -1.678
O -1.721 0.995 -2.157
N 0.055 2.303 -1.620
C -0.409 3.480 -2.134
N 0.253 4.596 -2.158
N -0.551 5.497 -2.760
C -1.650 4.894 -3.066
C -2.813 5.439 -3.781
S -2.895 4.734 -5.475
C -3.597 3.104 -5.092
O -1.627 3.587 -2.682
C -0.640 -1.101 -0.576
C -0.022 -2.199 -0.008
H -2.438 -2.081 4.022
H -1.701 -1.527 2.519
H -1.354 -3.145 3.133
H -0.587 -0.517 4.489
H -0.224 -2.118 5.130
H 1.673 -0.905 3.904
H 0.767 -1.173 2.411
H 1.937 -3.272 4.296
H 0.783 -3.693 3.021
H 3.530 -1.216 2.280
H 4.467 -2.617 1.694
H 4.204 -2.392 3.435
H 3.204 -1.325 -0.471
H 2.125 0.655 -1.481
H 0.968 2.372 -1.197
H -3.747 5.195 -3.276
H -2.695 6.514 -3.894
H -4.601 3.228 -4.694
H -2.965 2.577 -4.383
H -3.635 2.560 -6.030
H -1.716 -1.038 -0.644
H -0.585 -3.030 0.385
*
```

## Properties
max |F|	0.0328	Eh/bohr
gap between HOMO and LUMO	8.405	eV

No. 11
C4H10O3 | ωB97M-V with the def2-TZVPD basis set

ORCA input file:
```
! RIJCOSX wB97M-V def2-TZVPD def2/J DEFGRID3
* xyz 0 1
C 2.300 2.014 -1.130
C 1.244 1.779 -0.341
C -0.051 1.171 -0.695
C -0.289 0.518 -1.829
O -1.376 -0.295 -2.010
H 3.086 2.674 -0.793
H 2.321 1.660 -2.148
H 1.402 1.893 0.730
H -0.740 1.109 0.138
H 0.499 0.467 -2.574
H -1.473 -0.763 -1.163
O -1.903 -1.766 0.390
H -1.042 -2.200 0.443
H -2.228 -1.982 1.272
O -0.773 -2.180 2.922
H -0.356 -1.333 3.117
H -0.621 -2.767 3.670
*
```

## Properties
max |F|	0.0192	Eh/bohr
gap between HOMO and LUMO	8.336	eV

No. 12
C28H55ClFN2O23P5 | ωB97M-V with the def2-TZVPD basis set

ORCA input file:
```
! RIJCOSX wB97M-V def2-TZVPD def2/J DEFGRID3
* xyz 0 1
C 8.553 0.093 1.338
C 9.146 1.549 1.090
C 9.425 1.626 -0.484
C 8.168 2.703 1.581
C 6.777 2.506 0.874
C 6.524 3.096 -0.469
C 5.235 2.902 -1.146
Cl 4.905 3.574 -2.754
C 4.229 2.111 -0.454
C 4.482 1.499 0.885
C 5.746 1.705 1.573
F 5.945 1.169 2.811
C 3.190 0.701 1.265
O 2.781 0.370 2.326
N 2.635 0.423 -0.084
O 3.532 -0.590 -0.497
C 2.786 -1.708 -0.795
N 2.362 -2.590 -1.391
C 2.777 1.682 -0.838
O 1.990 2.254 -1.514
H 9.292 -0.619 0.861
H 8.407 -0.139 2.424
H 7.596 -0.061 0.758
H 10.126 1.693 1.631
H 9.414 2.673 -0.881
H 10.338 1.048 -0.780
H 8.553 1.090 -0.970
H 8.572 3.734 1.387
H 7.952 2.627 2.687
H 7.374 3.679 -0.907
C -2.368 5.632 3.533
O -2.240 4.683 4.577
P -0.840 3.722 4.694
O 0.087 4.901 4.913
O -0.935 3.339 3.093
C -2.076 2.642 2.591
O 0.385 2.566 4.937
C 1.391 2.430 3.947
H -2.704 6.575 3.969
H -1.435 5.795 2.992
H -3.136 5.290 2.835
H -2.483 3.204 1.751
H -2.853 2.525 3.348
H -1.768 1.659 2.234
H 1.733 3.404 3.588
H 1.019 1.832 3.115
H 2.233 1.899 4.393
C -6.987 1.909 -0.114
O -6.866 0.986 0.955
P -5.468 0.026 1.102
O -4.543 1.210 1.295
O -5.570 -0.387 -0.491
C -6.713 -1.093 -0.964
O -4.233 -1.119 1.346
C -3.236 -1.263 0.349
H -7.324 2.863 0.297
H -6.051 2.057 -0.654
H -7.752 1.551 -0.807
H -7.129 -0.550 -1.815
H -7.480 -1.191 -0.196
H -6.410 -2.084 -1.299
H -2.904 -0.293 -0.026
H -3.610 -1.876 -0.473
H -2.388 -1.781 0.798
C 8.491 5.139 -5.710
O 9.679 5.415 -4.983
P 9.603 6.257 -3.508
O 8.773 5.194 -2.817
O 8.633 7.403 -4.199
C 9.119 8.182 -5.287
O 9.761 7.205 -2.104
C 8.617 7.888 -1.615
H 8.510 4.089 -6.006
H 7.587 5.337 -5.133
H 8.481 5.747 -6.617
H 8.408 8.106 -6.110
H 10.097 7.843 -5.633
H 9.184 9.227 -4.981
H 7.729 7.255 -1.651
H 8.450 8.803 -2.186
H 8.815 8.168 -0.580
C -4.732 -4.497 2.409
O -5.593 -5.188 1.518
P -7.248 -4.790 1.442
O -6.965 -3.375 0.974
O -7.344 -4.846 3.090
C -7.097 -6.072 3.774
O -8.932 -4.577 1.323
C -9.574 -3.721 2.251
H -3.836 -4.206 1.859
H -5.193 -3.610 2.843
H -4.431 -5.177 3.210
H -6.336 -5.895 4.535
H -6.748 -6.857 3.100
H -8.013 -6.399 4.268
H -9.001 -2.806 2.414
H -9.730 -4.239 3.199
H -10.552 -3.461 1.843
C -6.707 -6.126 -1.398
O -7.553 -7.253 -1.479
P -6.908 -8.785 -1.853
O -6.040 -8.843 -0.614
O -6.074 -8.149 -3.128
C -6.778 -7.540 -4.206
O -6.521 -10.368 -2.337
C -5.212 -10.629 -2.818
H -6.946 -5.582 -0.475
H -5.648 -6.386 -1.396
H -6.915 -5.463 -2.240
H -6.374 -6.538 -4.361
H -7.849 -7.462 -4.008
H -6.619 -8.122 -5.115
H -4.456 -10.132 -2.206
H -5.120 -10.314 -3.858
H -5.051 -11.707 -2.776
*
```

## Properties
max |F|	0.1739	Eh/bohr
gap between HOMO and LUMO	6.189	eV